{"formula": "C14H16Br2ClGeIrNO", "method": "ωB97M-V/def2-TZVPD", "orbital_gap_ha": [0.204, 0.238], "total_charge": 0, "multiplicity": 6, "e_homo_ev": [-5.8688, -9.1782], "species": ["Ir", "Br", "C", "C", "C", "Br", "C", "C", "C", "C", "N", "C", "C", "O", "H", "H", "H", "H", "C", "Ge", "C", "C", "C", "H", "H", "H", "H", "H", "H", "H", "H", "H", "H", "Cl", "C", "H", "H"], "coordinates": [[1.221, -0.372, -0.652], [-0.975, 0.090, -5.232], [-1.622, -0.959, -3.809], [-2.837, -1.594, -3.867], [-3.281, -2.336, -2.775], [-4.967, -3.182, -2.917], [-2.541, -2.448, -1.572], [-2.953, -3.142, -0.426], [-2.135, -3.113, 0.709], [-0.946, -2.431, 0.682], [-0.514, -1.769, -0.414], [-1.295, -1.775, -1.525], [-0.795, -1.041, -2.646], [0.351, -0.474, -2.610], [-3.452, -1.510, -4.750], [-3.886, -3.679, -0.413], [-2.432, -3.625, 1.609], [-0.289, -2.393, 1.538], [-0.098, 3.696, 2.275], [1.226, 2.310, 1.711], [2.957, 3.242, 1.344], [1.435, 0.958, 3.155], [0.539, 1.360, 0.168], [0.268, 4.244, 3.138], [-1.037, 3.225, 2.544], [-0.285, 4.413, 1.482], [3.252, 3.835, 2.204], [2.838, 3.902, 0.490], [3.753, 2.541, 1.121], [2.054, 1.311, 3.974], [1.876, 0.054, 2.744], [0.458, 0.701, 3.554], [-0.197, 1.893, -0.428], [4.021, -0.117, -1.505], [3.216, -0.502, 0.024], [3.572, 0.210, 0.769], [3.501, -1.521, 0.304]]}

---

{"formula": "C14H16N2OS2", "method": "ωB97M-V/def2-TZVPD", "orbital_gap_ha": 0.341, "e_above_lowest_kj_mol": 69.3, "total_charge": 0, "smiles": "Cc1nnc(SCC(=O)c2ccc(C(C)C)cc2)s1", "e_homo_ev": -8.7462, "species": ["C", "C", "N", "N", "C", "S", "C", "H", "C", "O", "C", "C", "C", "C", "C", "C", "H", "H", "C", "C", "H", "H", "H", "C", "H", "H", "H", "H", "H", "H", "H", "S", "H", "H", "H"], "coordinates": [[-5.173, -2.843, 0.615], [-4.559, -1.551, 0.245], [-3.331, -1.385, -0.075], [-2.994, -0.139, -0.377], [-3.977, 0.693, -0.290], [-3.861, 2.378, -0.633], [-2.057, 2.457, -0.854], [-1.768, 1.775, -1.650], [-1.331, 2.183, 0.456], [-1.780, 2.548, 1.514], [-0.016, 1.522, 0.323], [1.037, 1.988, 1.108], [2.286, 1.407, 1.016], [2.512, 0.328, 0.168], [1.445, -0.156, -0.583], [0.199, 0.434, -0.520], [-0.624, 0.010, -1.075], [1.586, -1.011, -1.227], [3.875, -0.310, 0.090], [3.824, -1.745, 0.622], [3.173, -2.361, 0.008], [3.445, -1.756, 1.642], [4.819, -2.183, 0.617], [4.416, -0.281, -1.341], [3.797, -0.881, -2.003], [5.428, -0.677, -1.366], [4.435, 0.739, -1.719], [4.559, 0.265, 0.725], [3.097, 1.790, 1.619], [0.863, 2.818, 1.777], [-1.848, 3.486, -1.155], [-5.489, -0.047, 0.199], [-5.996, -3.076, -0.060], [-5.569, -2.795, 1.628], [-4.421, -3.624, 0.556]]}

---

{"formula": "C14H16N4OS2", "method": "ωB97M-V/def2-TZVPD", "orbital_gap_ha": 0.317, "e_above_lowest_kj_mol": 0.0, "total_charge": 0, "smiles": "CCN(CC)C(=O)CSc1nnc2sc3ccccc3n12", "e_homo_ev": -8.1251, "species": ["C", "H", "H", "H", "C", "N", "C", "O", "C", "H", "H", "S", "C", "N", "N", "C", "N", "C", "C", "C", "C", "C", "C", "S", "H", "H", "H", "H", "C", "C", "H", "H", "H", "H", "H", "H", "H"], "coordinates": [[2.238, -4.460, -2.962], [2.710, -4.929, -2.102], [3.007, -4.152, -3.667], [1.604, -5.195, -3.450], [1.387, -3.278, -2.513], [2.109, -2.315, -1.700], [1.782, -2.223, -0.389], [0.957, -2.946, 0.133], [2.433, -1.107, 0.416], [3.494, -0.972, 0.228], [2.240, -1.267, 1.476], [1.597, 0.460, -0.019], [0.385, 0.472, 1.221], [0.492, -0.054, 2.414], [-0.639, 0.174, 3.098], [-1.426, 0.848, 2.311], [-0.833, 1.078, 1.088], [-1.606, 1.776, 0.188], [-1.288, 2.151, -1.107], [-2.236, 2.846, -1.836], [-3.472, 3.163, -1.284], [-3.792, 2.794, 0.011], [-2.852, 2.097, 0.749], [-3.019, 1.517, 2.408], [-4.748, 3.039, 0.444], [-4.194, 3.706, -1.873], [-2.009, 3.147, -2.847], [-0.323, 1.901, -1.519], [3.106, -1.494, -2.355], [4.537, -2.003, -2.168], [4.661, -2.986, -2.612], [5.230, -1.316, -2.647], [4.795, -2.077, -1.115], [2.868, -1.484, -3.422], [3.031, -0.464, -1.995], [0.977, -2.757, -3.386], [0.560, -3.640, -1.899]]}

---

{"formula": "C14H16O", "method": "ωB97M-V/def2-TZVPD", "orbital_gap_ha": 0.341, "e_above_lowest_kj_mol": 120.1, "total_charge": 0, "smiles": "Cc1ccc(O)cc1.Cc1ccccc1", "e_homo_ev": -8.4139, "species": ["C", "C", "C", "C", "C", "C", "C", "H", "H", "H", "H", "H", "H", "H", "H", "C", "C", "C", "C", "C", "C", "C", "O", "H", "H", "H", "H", "H", "H", "H", "H"], "coordinates": [[0.708, -2.045, 2.312], [0.835, 2.109, 3.011], [1.910, 1.446, 2.390], [-0.198, 1.401, 3.577], [2.007, 0.080, 2.550], [-0.224, 0.000, 3.461], [0.824, -0.636, 2.819], [0.835, 3.192, 2.996], [2.565, 2.083, 1.813], [-0.963, 1.878, 4.181], [2.891, -0.476, 2.251], [-1.073, -0.594, 3.776], [1.206, -2.844, 2.869], [0.937, -2.061, 1.252], [-0.335, -2.385, 2.352], [0.488, -1.636, -1.089], [-0.758, 0.207, -4.184], [0.079, -0.555, -3.360], [-1.738, 1.016, -3.628], [-0.197, -0.637, -2.012], [-2.037, 0.923, -2.271], [-1.256, 0.107, -1.474], [-2.394, 1.982, -4.336], [-0.543, 0.543, -5.191], [0.952, -0.965, -3.856], [-2.424, 1.765, -5.271], [-2.712, 1.621, -1.802], [0.930, -1.038, -0.298], [1.323, -2.157, -1.567], [-1.413, 0.103, -0.413], [-0.224, -2.425, -0.860]]}

---

{"formula": "C14H16O", "method": "ωB97M-V/def2-TZVPD", "orbital_gap_ha": 0.336, "e_above_lowest_kj_mol": 39.4, "total_charge": 0, "smiles": "Cc1ccc(O)cc1.Cc1ccccc1", "e_homo_ev": -8.3545, "species": ["C", "C", "C", "C", "C", "C", "C", "H", "H", "H", "H", "H", "H", "H", "H", "C", "C", "C", "C", "C", "C", "C", "O", "H", "H", "H", "H", "H", "H", "H", "H"], "coordinates": [[1.072, -3.427, -2.268], [0.857, -2.369, 1.385], [1.384, -2.690, 0.142], [-0.515, -2.247, 1.573], [0.533, -2.968, -0.925], [-1.356, -2.379, 0.495], [-0.817, -2.723, -0.747], [1.521, -1.982, 2.153], [2.458, -2.867, 0.106], [-0.845, -1.936, 2.555], [-2.428, -2.237, 0.508], [0.251, -3.723, -2.908], [1.720, -4.286, -2.092], [-1.525, -2.860, -1.555], [1.658, -2.647, -2.747], [2.156, 1.992, 0.289], [-1.494, 2.336, -0.740], [-0.169, 1.914, -0.674], [-1.980, 3.108, 0.299], [0.686, 2.318, 0.343], [-1.196, 3.442, 1.388], [0.132, 3.038, 1.391], [-3.256, 3.622, 0.273], [-2.036, 2.161, -1.656], [0.151, 1.252, -1.477], [-3.747, 3.171, -0.420], [-1.614, 3.902, 2.275], [2.633, 2.664, -0.415], [2.371, 0.965, -0.002], [0.776, 3.389, 2.183], [2.618, 2.067, 1.269]]}

---

{"formula": "C14H16O2", "method": "ωB97M-V/def2-TZVPD", "orbital_gap_ha": 0.337, "e_above_lowest_kj_mol": 59.3, "total_charge": 0, "smiles": "Cc1ccc(O)cc1.Cc1ccc(O)cc1", "e_homo_ev": -8.3386, "species": ["C", "C", "C", "C", "C", "C", "C", "O", "H", "H", "H", "H", "H", "H", "H", "H", "C", "C", "C", "C", "C", "C", "C", "O", "H", "H", "H", "H", "H", "H", "H", "H"], "coordinates": [[3.411, -3.018, 2.608], [3.042, 0.167, 0.625], [2.793, -0.829, 1.534], [4.335, 0.398, 0.154], [3.783, -1.782, 1.845], [5.337, -0.485, 0.495], [5.008, -1.626, 1.237], [4.538, 1.522, -0.596], [2.272, 0.806, 0.207], [1.852, -0.932, 2.063], [5.442, 1.466, -0.928], [6.357, -0.315, 0.177], [4.209, -3.332, 3.281], [3.248, -3.844, 1.954], [5.759, -2.397, 1.278], [2.481, -2.858, 3.153], [-3.712, -0.520, -3.090], [-4.220, 2.167, 0.185], [-3.877, 0.853, 0.455], [-4.322, 2.645, -1.097], [-3.671, -0.036, -0.591], [-4.076, 1.751, -2.151], [-3.795, 0.429, -1.908], [-4.226, 3.030, 1.282], [-5.093, 3.465, 1.328], [-3.667, 0.628, 1.493], [-4.419, 3.702, -1.263], [-3.560, -1.092, -0.379], [-4.149, 2.207, -3.116], [-3.391, 0.073, -3.947], [-4.688, -0.936, -3.340], [-2.999, -1.307, -2.951]]}